[1]
C46H30Br2F3N7OSbSr as an isolated structure in a non-equilibrium geometry. Source: OMol25; level of theory: ωB97M-V/def2-TZVPD.

```
91
C46H30Br2F3N7OSbSr, DFT ωB97M-V/def2-TZVPD
Sr 0.0157 -0.7837 -0.0227
C 3.0019 -1.4121 3.3367
C 2.4240 -1.3479 2.0729
N 1.4249 -0.5229 1.8243
C 1.0008 0.2890 2.7950
C 1.6204 0.2344 4.0489
N 2.5900 -0.6191 4.3108
C -0.1298 1.1750 2.4800
C -0.6635 2.0615 3.4136
C -1.7890 2.8246 3.0891
C -2.2765 2.7043 1.7840
C -1.6450 1.8517 0.8843
N -0.6270 1.0782 1.2525
C -2.0158 1.7722 -0.5382
C -3.0212 2.5603 -1.1157
N -3.2694 2.5429 -2.4083
C -2.5244 1.7585 -3.1668
C -1.5418 0.9355 -2.6126
N -1.3044 0.9366 -1.3066
C -2.4400 3.6973 4.0791
C -3.4459 4.5991 3.7198
C -4.0655 5.3504 4.7072
N -3.7435 5.2830 5.9848
C -2.7753 4.4573 6.3332
C -2.1033 3.6423 5.4350
H 3.7966 -2.1015 3.5784
H 2.7601 -1.9552 1.2435
H 1.3270 0.8712 4.8706
H -0.2082 2.1500 4.3849
H -3.1388 3.2691 1.4800
H -3.6464 3.2234 -0.5361
H -2.7212 1.7911 -4.2290
H -0.9273 0.2734 -3.2151
H -3.7506 4.7366 2.6952
H -4.8620 6.0368 4.4592
H -2.5274 4.4404 7.3844
H -1.3413 2.9762 5.8069
C -3.2074 -2.7281 -1.3497
C -2.0907 -2.8454 -2.3398
C -2.2776 -3.6238 -3.5005
C -1.2909 -3.7023 -4.4424
C -0.0948 -2.9872 -4.2399
C 0.9690 -2.9375 -5.1650
Br 0.8161 -3.8535 -6.8234
C 2.1023 -2.2059 -4.9003
C 2.2115 -1.5044 -3.7026
Br 3.7624 -0.4879 -3.3297
C 1.2088 -1.4878 -2.7305
O 1.2933 -0.8236 -1.6198
C 0.0253 -2.2516 -3.0233
N -0.9663 -2.2032 -2.0969
H -4.1608 -2.8501 -1.8550
H -3.1813 -1.7507 -0.8658
H -3.1229 -3.5046 -0.5901
H -3.2109 -4.1427 -3.6442
H -1.4221 -4.2906 -5.3387
H 2.9081 -2.1598 -5.6179
F -7.4914 -2.8459 2.8820
C -6.1661 -2.7162 2.7333
C -5.4258 -3.8061 2.3091
C -4.0592 -3.6617 2.1574
C -3.4456 -2.4495 2.4304
C -4.2135 -1.3646 2.8231
C -5.5794 -1.4888 2.9909
Sb -1.3396 -2.1694 2.1853
C -0.8377 -1.9387 4.2474
C 0.0139 -2.8341 4.8750
C 0.2895 -2.7159 6.2249
C -0.2842 -1.6719 6.9303
F -0.0341 -1.5517 8.2402
C -1.1065 -0.7414 6.3175
C -1.3778 -0.8869 4.9702
C -0.7676 -4.2131 1.9547
C 0.0059 -4.5899 0.8666
C 0.3678 -5.9130 0.6809
C -0.0626 -6.8534 1.6020
F 0.2714 -8.1378 1.4245
C -0.8310 -6.5028 2.7004
C -1.1774 -5.1756 2.8692
H -5.9155 -4.7455 2.1059
H -3.4706 -4.5078 1.8271
H -3.7462 -0.4042 3.0052
H -6.1857 -0.6571 3.3138
H 0.4607 -3.6442 4.3121
H 0.9274 -3.4236 6.7315
H -1.5327 0.0646 6.8949
H -2.0291 -0.1729 4.4842
H 0.3354 -3.8519 0.1333
H 0.9692 -6.2191 -0.1615
H -1.1493 -7.2597 3.3998
H -1.7765 -4.8888 3.7239
```

Values from the calculation:
Total charge   +1
Largest force on an atom   3.31 eV/Å
E_HOMO   -9.70 eV

[2]
The molecule C8H16Si in a non-equilibrium geometry. Source: OMol25; level of theory: ωB97M-V/def2-TZVPD.

```
25
C8H16Si, DFT ωB97M-V/def2-TZVPD
C -0.7410 1.4374 2.4239
C 0.4308 0.8755 2.1334
C 2.2845 0.0106 0.5461
C 1.9882 1.3815 0.0544
C 0.8544 0.5536 0.6617
C 0.4856 -0.9272 -2.2114
C -1.9203 0.7297 -1.0729
C -1.0444 -2.0228 0.3441
Si -0.3814 -0.4508 -0.5552
H -1.0587 1.7492 3.4607
H -1.3456 1.8381 1.6522
H 1.2686 0.9179 2.8475
H 2.1707 -0.8102 -0.1725
H 2.8461 -0.0614 1.4430
H 2.3267 2.1638 0.6670
H 1.7356 1.4098 -0.9699
H -0.1606 -1.5356 -2.8936
H 0.8494 -0.0267 -2.7937
H 1.4332 -1.5576 -2.0988
H -2.7309 0.3055 -0.5765
H -1.6537 1.8082 -0.8561
H -2.0723 0.5407 -2.0660
H -0.3070 -2.8556 0.5329
H -1.7057 -1.8570 1.1269
H -1.6274 -2.7245 -0.3349
```

Values from the calculation:
Total charge   0
SMILES string   C=CC1([Si](C)(C)C)CC1
Largest force on an atom   4.33 eV/Å
E_HOMO   -8.84 eV

[3]
The molecule C8H12N2 in a non-equilibrium geometry. Source: OMol25; level of theory: ωB97M-V/def2-TZVPD.

```
22
C8H12N2, DFT ωB97M-V/def2-TZVPD
C 1.2942 -1.1966 -0.0565
C 2.5829 -1.2893 0.3259
C 2.1964 0.8524 0.0967
C 0.9785 0.1537 -0.1826
C -1.7136 -0.4138 1.3140
C -1.5470 -0.3972 0.0058
C -2.3185 -1.1005 -1.1389
C -0.7753 2.0943 -0.2871
N 3.1474 -0.0370 0.2898
N -0.2222 0.6849 -0.6332
H 0.6349 -2.0379 -0.2068
H 3.1562 -2.0850 0.5373
H 2.3929 1.9205 0.1382
H -1.2003 0.1913 2.0340
H -2.4443 -1.0934 1.7743
H -2.9780 -0.3597 -1.5559
H -2.9293 -1.7867 -0.5002
H -1.6214 -1.5510 -1.7460
H -1.8478 1.9575 -0.1969
H -0.2715 2.7153 0.4520
H -0.6345 2.6636 -1.1314
H 4.1203 0.1144 0.6673
```

Values from the calculation:
Total charge   0
SMILES string   C=C(C)N(C)c1cc[nH]c1
Largest force on an atom   5.32 eV/Å
E_HOMO   -6.84 eV

| no. | M (Da) | frontier orbital gap (eV) |
| --- | --- | --- |
| 1 | 1123.0 | 5.66 |
| 2 | 140.3 | 9.81 |
| 3 | 136.2 | 7.85 |